# 1
ORCA calculation (ωB97M-V/def2-TZVPD) on a 2-piece molecular cluster, C2H7N3 overall.

Each line ends with the Mulliken charge.
Positions of all 12 atoms, in Å:
H -1.931 -1.041 0.473  0.178
N -1.017 -0.653 0.609  -0.565
C -0.114 -1.195 1.315  0.110
N 1.085 -0.599 1.487  -0.342
H 0.005 -2.204 1.803  0.255
H 1.259 0.298 1.042  0.188
H 1.910 -0.984 1.904  0.201
C -0.388 1.029 -2.159  -0.199
N 0.389 1.562 -1.317  -0.547
H -0.224 1.086 -3.277  0.240
H -1.127 0.241 -1.896  0.171
H -0.110 1.439 -0.371  0.310

Calculated values
Lowest unoccupied orbital energy, eV: 1.0
SMILES string: [H]/N=C/N.C=N
HOMO level, eV: -9.4

# 2
ORCA calculation (ωB97M-V/def2-TZVPD) on C35H52As3N2O2PtS2 as an isolated structure.

Each line ends with the Mulliken charge.
Positions of all 97 atoms, in Å:
Pt -0.258 0.134 -0.041  2.403
C 3.800 0.448 4.797  -1.016
C 2.954 -0.778 4.495  -0.705
N 1.619 -0.451 3.966  0.130
C 0.504 -0.487 4.915  0.021
C 0.323 0.807 5.690  -1.089
C 1.496 -0.078 2.683  0.600
S -0.103 0.508 2.192  -0.872
N 2.608 -0.047 1.971  -0.091
C 2.738 -0.108 0.646  -0.189
O 1.915 -0.610 -0.160  -0.633
C 4.033 0.396 0.097  0.459
C 4.155 0.599 -1.274  -0.042
C 5.339 1.078 -1.810  -0.841
C 6.416 1.347 -0.974  -0.361
C 6.302 1.141 0.393  -0.794
C 5.113 0.672 0.929  -0.161
H 4.803 0.140 5.095  0.333
H 3.379 1.040 5.609  0.313
H 3.886 1.081 3.915  0.242
H 2.784 -1.359 5.402  0.418
H 3.458 -1.425 3.780  0.469
H 0.701 -1.316 5.595  0.491
H -0.403 -0.728 4.364  -0.366
H 1.213 1.054 6.267  0.293
H -0.510 0.712 6.388  0.440
H 0.110 1.638 5.018  0.258
H 3.308 0.379 -1.910  0.206
H 5.424 1.240 -2.876  0.418
H 7.344 1.716 -1.390  0.398
H 7.142 1.344 1.044  0.409
H 5.014 0.505 1.993  0.398
C 0.694 -1.615 -3.057  -1.169
As -0.519 -0.292 -2.359  0.503
C -0.107 1.232 -3.465  -1.029
C -2.236 -0.938 -3.018  -2.233
C -3.406 -1.024 -2.019  3.296
C -3.716 0.355 -1.444  -0.646
C -3.071 -2.058 -0.925  -1.744
As -1.662 -1.669 0.373  0.550
C -0.589 -3.278 0.353  -1.158
C -2.570 -1.804 2.060  -1.206
C -4.605 -1.574 -2.823  -2.261
As -6.502 -1.610 -2.250  0.301
C -6.457 -1.783 -0.296  -1.019
C -6.967 0.295 -2.334  -1.026
H 0.550 -1.678 -4.136  0.489
H 0.490 -2.583 -2.607  0.315
H 1.719 -1.332 -2.827  0.193
H -0.470 1.031 -4.473  0.496
H 0.974 1.365 -3.482  0.345
H -0.568 2.128 -3.068  0.045
H -2.029 -1.928 -3.434  0.612
H -2.509 -0.291 -3.855  0.762
H -2.855 0.777 -0.923  -0.841
H -4.542 0.314 -0.735  -0.016
H -4.006 1.045 -2.240  0.603
H -2.776 -3.002 -1.392  0.654
H -3.957 -2.266 -0.327  0.240
H -1.225 -4.163 0.389  0.466
H 0.070 -3.257 1.220  0.346
H 0.034 -3.292 -0.537  0.172
H -3.118 -2.746 2.065  0.509
H -3.258 -0.969 2.183  0.317
H -1.838 -1.789 2.864  0.188
H -4.387 -2.611 -3.097  0.490
H -4.672 -1.033 -3.774  0.597
H -6.164 -2.793 -0.011  0.325
H -7.483 -1.629 0.041  0.406
H -5.822 -1.053 0.204  0.197
H -6.489 0.750 -3.202  0.290
H -6.677 0.845 -1.440  0.239
H -8.046 0.367 -2.464  0.427
O -0.667 2.540 -0.394  -0.637
S -1.717 3.434 -1.006  -0.009
C -3.081 3.441 0.138  0.370
C -2.964 2.752 1.332  -0.119
C -4.058 2.725 2.191  -0.616
C -5.233 3.373 1.847  -0.559
C -5.333 4.057 0.640  -0.686
C -4.254 4.090 -0.227  -0.580
C -1.123 5.090 -0.808  0.452
C -1.363 6.004 -1.819  -0.163
C -0.912 7.310 -1.662  -0.774
C -0.219 7.666 -0.517  -0.414
C 0.033 6.729 0.481  -0.744
C -0.422 5.430 0.344  -0.409
H -2.032 2.264 1.579  0.437
H -3.982 2.200 3.134  0.493
H -6.080 3.350 2.521  0.422
H -6.251 4.563 0.375  0.432
H -4.325 4.617 -1.171  0.455
H -1.890 5.705 -2.716  0.447
H -1.091 8.040 -2.439  0.408
H 0.138 8.681 -0.402  0.390
H 0.583 7.016 1.367  0.410
H -0.231 4.680 1.101  0.430

Calculated values
Lowest unoccupied orbital energy, eV: -2.5
Net charge: +1
HOMO level, eV: -10.3

# 3
ORCA calculation (ωB97M-V/def2-TZVPD) on an isolated ion of composition C5H15N2 and charge +1.

Each line ends with the Mulliken charge.
Positions of all 22 atoms, in Å:
C -1.835 -0.719 -1.177  -0.919
C -2.123 -0.409 0.273  -0.333
C -0.984 -0.714 1.271  -0.747
N 0.402 -0.385 0.805  -0.255
C 0.995 1.088 0.832  -0.558
C 2.181 1.032 -0.102  -0.454
N 1.770 0.224 -1.291  -0.618
H -2.497 -0.120 -1.807  0.343
H -2.004 -1.750 -1.481  0.308
H -0.847 -0.352 -1.478  0.169
H -2.298 0.671 0.385  0.275
H -3.042 -0.851 0.656  0.393
H -1.066 -0.299 2.273  0.384
H -0.968 -1.809 1.312  0.363
H 1.065 -1.012 1.252  0.384
H 0.500 -0.488 -0.229  0.367
H 1.268 1.159 1.876  0.400
H 0.110 1.675 0.621  0.350
H 3.007 0.472 0.318  0.357
H 2.436 2.008 -0.487  0.363
H 1.356 0.732 -2.058  0.219
H 2.575 -0.153 -1.761  0.208

Calculated values
Lowest unoccupied orbital energy, eV: -2.8
Net charge: +1
SMILES string: CCC[NH2+]CCN
HOMO level, eV: -14.5

# 4
ORCA calculation (ωB97M-V/def2-TZVPD) on one molecule with the formula C4H5NO3.

Each line ends with the Mulliken charge.
Positions of all 13 atoms, in Å:
O 2.441 -0.064 -0.184  -0.538
C 1.136 0.366 -0.295  0.289
C 0.527 1.588 -0.058  -0.602
C -0.966 1.398 0.061  -0.245
C -1.151 0.035 -0.335  0.342
O -2.294 -0.550 -0.119  -0.481
N 0.144 -0.610 -0.691  0.005
O 0.406 -1.800 0.300  -0.576
H 2.184 -0.776 0.699  0.449
H 0.867 2.595 0.516  0.257
H -1.898 1.977 0.283  0.355
H -1.887 -1.489 0.117  0.377
H 0.491 -2.672 -0.293  0.368

Calculated values
Lowest unoccupied orbital energy, eV: -0.1
SMILES string: Oc1ccc(O)n1O
HOMO level, eV: -7.6

# 5
ORCA calculation (ωB97M-V/def2-TZVPD) on C7H6O as an isolated structure.

Each line ends with the Mulliken charge.
Positions of all 14 atoms, in Å:
C 0.231 0.489 1.092  0.163
C 0.069 -1.002 1.138  -0.007
C -0.575 -1.611 0.215  -0.389
C -0.975 -0.857 -1.093  -0.405
C -1.508 -0.804 -2.149  0.159
C 1.539 0.858 0.479  -0.266
C 2.400 1.655 -0.198  -0.398
H -0.772 0.350 -0.503  0.290
H 0.043 0.943 1.969  0.455
H 0.012 -1.769 2.109  0.182
H -1.332 -2.743 0.477  0.204
H -2.145 -0.204 -2.823  0.327
H 2.996 2.165 -1.266  0.290
O -0.737 1.110 0.393  -0.605

Calculated values
Lowest unoccupied orbital energy, eV: -0.3
HOMO level, eV: -9.3

# 6
ORCA calculation (ωB97M-V/def2-TZVPD) on one molecule with the formula C6H4O.

Each line ends with the Mulliken charge.
Positions of all 11 atoms, in Å:
C 3.141 0.324 0.296  -0.433
C 1.876 0.080 0.287  0.137
C 0.490 0.070 0.712  0.092
C -0.444 1.003 0.355  -0.277
C -1.506 0.279 -0.259  -0.339
C -1.168 -1.036 -0.169  -0.347
O 0.002 -1.187 0.461  -0.269
H 1.859 -0.348 -0.755  0.221
H -0.316 2.077 0.409  0.416
H -2.339 0.694 -0.803  0.383
H -1.596 -1.955 -0.533  0.417

Calculated values
Lowest unoccupied orbital energy, eV: -0.1
HOMO level, eV: -9.0

# 7
ORCA calculation (ωB97M-V/def2-TZVPD) on a 2-piece molecular cluster, C6H11NO2S overall.

Each line ends with the Mulliken charge.
Positions of all 21 atoms, in Å:
N -2.912 -0.978 0.019  -0.646
S -1.278 -0.526 0.444  0.939
O -1.217 -0.843 1.812  -0.603
O -0.524 -1.688 -0.412  -0.544
C -0.347 0.822 -0.098  -0.034
C -0.919 1.595 -1.226  -0.434
C -0.969 2.227 0.092  -0.570
H -3.058 -0.933 -0.926  0.262
H -3.014 -1.937 0.351  0.288
H 0.285 -1.222 -0.887  0.414
H -1.836 1.265 -1.651  0.178
H -0.212 1.880 -2.016  0.163
H -0.288 2.973 0.353  0.227
H -1.786 2.258 0.734  0.265
C 2.299 -0.778 -0.723  -0.884
C 2.287 -1.292 0.459  0.592
C 2.089 -1.897 1.573  -0.671
H 2.718 -1.264 -1.569  0.298
H 1.961 0.209 -0.999  0.328
H 1.112 -2.413 1.614  0.188
H 2.654 -1.937 2.556  0.243

Calculated values
Lowest unoccupied orbital energy, eV: 0.4
SMILES string: N[S@@](=O)(O)=C1CC1.C=C=C
HOMO level, eV: -8.5

# 8
ORCA calculation (ωB97M-V/def2-TZVPD) on one molecule with the formula C3H8N2.

Each line ends with the Mulliken charge.
Positions of all 13 atoms, in Å:
C -1.512 -1.235 -0.623  -1.177
C -0.506 -0.125 -0.517  -0.244
N 0.740 -0.653 0.084  -0.480
C 1.461 0.144 0.764  0.060
N 1.480 1.517 0.545  -0.438
H -1.010 -2.064 -1.142  0.307
H -2.449 -0.979 -1.126  0.346
H -1.794 -1.664 0.343  0.286
H -0.878 0.685 0.140  0.296
H -0.157 0.259 -1.483  0.277
H 1.979 -0.062 1.701  0.314
H 0.820 2.069 0.025  0.227
H 1.826 2.107 1.288  0.226

Calculated values
Lowest unoccupied orbital energy, eV: 1.0
SMILES string: CC/N=C\N
HOMO level, eV: -8.7

# 9
ORCA calculation (ωB97M-V/def2-TZVPD) on C33H35AsNP2Pt as an isolated structure.

Each line ends with the Mulliken charge.
Positions of all 73 atoms, in Å:
Pt 0.150 0.101 0.183  1.465
C 2.275 -1.300 2.472  -1.292
P 2.389 -0.603 0.776  1.082
C 2.318 -2.014 -0.373  0.584
C 2.717 -1.774 -1.691  -0.524
C 2.633 -2.777 -2.642  -0.731
C 2.127 -4.022 -2.291  -0.515
C 1.695 -4.255 -0.994  -0.746
C 1.789 -3.256 -0.035  -0.572
C 4.120 -0.057 0.684  0.639
C 5.153 -0.913 0.313  -0.384
C 6.456 -0.443 0.285  -0.733
C 6.733 0.876 0.619  -0.531
C 5.708 1.731 0.996  -0.760
C 4.404 1.265 1.027  -0.392
C 0.830 -1.464 2.791  0.052
C 0.155 -1.719 3.980  -1.172
C -1.214 -1.784 3.665  -0.971
C -1.323 -1.575 2.297  0.013
C -2.464 -1.614 1.353  -0.754
P -2.230 -0.230 0.157  -0.145
C -2.974 -0.859 -1.368  0.950
C -4.256 -0.564 -1.821  -0.202
C -4.709 -1.119 -3.009  -0.722
C -3.898 -1.975 -3.740  -0.528
C -2.617 -2.271 -3.292  -0.682
C -2.153 -1.706 -2.117  -0.660
C -3.248 1.117 0.805  0.524
C -3.428 1.254 2.181  -0.527
C -4.123 2.342 2.685  -0.796
C -4.613 3.318 1.829  -0.603
C -4.391 3.215 0.463  -1.075
C -3.708 2.123 -0.047  -0.307
N -0.076 -1.381 1.781  -0.008
H 2.768 -0.616 3.166  0.610
H 2.829 -2.244 2.495  0.491
H 3.114 -0.802 -1.962  0.470
H 2.963 -2.590 -3.655  0.432
H 2.070 -4.809 -3.032  0.423
H 1.280 -5.218 -0.727  0.453
H 1.445 -3.446 0.974  0.250
H 4.946 -1.942 0.045  0.442
H 7.261 -1.108 0.003  0.418
H 7.753 1.235 0.586  0.401
H 5.928 2.756 1.265  0.429
H 3.592 1.921 1.321  0.470
H 0.612 -1.841 4.949  0.527
H -2.033 -1.971 4.341  0.532
H -3.438 -1.569 1.836  0.535
H -2.411 -2.522 0.743  0.436
H -4.910 0.082 -1.250  0.479
H -5.704 -0.884 -3.363  0.420
H -4.269 -2.413 -4.657  0.396
H -1.983 -2.933 -3.867  0.454
H -1.144 -1.910 -1.768  0.347
H -3.016 0.519 2.863  0.364
H -4.279 2.429 3.752  0.452
H -5.166 4.158 2.228  0.421
H -4.750 3.987 -0.205  0.438
H -3.541 2.040 -1.114  0.570
C 1.644 3.355 -1.378  -1.116
As 0.083 2.328 -0.836  0.427
C -1.142 2.839 -2.272  -1.172
C -0.533 3.361 0.703  -1.189
H 1.371 4.406 -1.456  0.429
H 1.986 3.002 -2.350  0.419
H 2.457 3.236 -0.664  0.263
H -1.749 3.686 -1.959  0.373
H -1.789 2.013 -2.562  0.262
H -0.550 3.126 -3.140  0.500
H -1.125 4.222 0.396  0.445
H 0.334 3.710 1.264  0.429
H -1.131 2.736 1.362  0.292

Calculated values
Lowest unoccupied orbital energy, eV: -3.0
Net charge: +1
HOMO level, eV: -9.9

# 10
ORCA calculation (ωB97M-V/def2-TZVPD) on C15H27BeO5S as an isolated structure.

Each line ends with the Mulliken charge.
Positions of all 49 atoms, in Å:
C -0.491 -1.073 -4.137  -1.174
C -1.708 -0.226 -3.719  -0.573
C -1.426 0.370 -2.349  0.358
C -2.633 1.054 -1.662  -1.147
C -2.170 2.328 -0.915  -1.063
C -1.683 1.989 0.503  -0.016
C -0.227 2.462 0.776  -1.831
C 0.730 1.331 0.441  1.478
O 1.793 1.907 -0.367  -0.518
S 2.905 0.867 -0.874  1.298
O 4.179 1.415 -0.577  -0.675
O 2.691 0.608 -2.250  -0.606
C 2.776 -0.693 0.051  -1.491
C 1.822 -0.721 1.277  0.096
C 0.625 -1.669 1.051  -0.305
C 0.389 -2.565 2.257  -0.268
C -0.926 -2.406 3.039  -1.247
C 1.429 0.672 1.653  0.158
C 0.621 0.525 2.908  0.068
O 1.254 0.420 4.009  -0.619
O -0.607 0.411 2.937  -0.468
H -0.395 -1.874 -3.401  0.267
H -0.601 -1.494 -5.130  0.389
H 0.406 -0.467 -4.045  0.256
H -1.755 0.589 -4.439  0.370
H -2.612 -0.824 -3.727  0.355
H -1.118 -0.466 -1.703  -0.344
H -0.569 1.041 -2.361  0.343
H -3.442 1.283 -2.350  0.515
H -3.046 0.376 -0.918  0.359
H -3.060 2.946 -0.815  0.404
H -1.432 2.860 -1.506  0.518
H -1.678 0.910 0.656  -0.064
H -2.343 2.373 1.273  0.546
H -0.025 3.307 0.127  0.650
H -0.128 2.825 1.795  0.350
H 0.250 0.595 -0.201  -0.548
H 2.546 -1.454 -0.685  0.455
H 3.786 -0.893 0.392  0.410
H 2.414 -1.109 2.159  0.396
H -0.308 -1.142 0.850  -0.151
H 0.802 -2.274 0.169  0.723
H 0.387 -3.599 1.921  0.612
H 1.274 -2.435 2.972  0.330
H -1.388 -3.361 3.252  0.327
H -0.732 -1.832 3.941  0.441
H -1.613 -1.801 2.459  0.306
H 2.308 1.282 1.864  0.804
Be 2.725 -2.368 3.402  0.523

Calculated values
Lowest unoccupied orbital energy, eV: -9.1
Net charge: +1
HOMO level, eV: -13.0

# 11
ORCA calculation (ωB97M-V/def2-TZVPD) on a 2-piece molecular cluster, C6H13O2 overall.

Each line ends with the Mulliken charge.
Positions of all 21 atoms, in Å:
C 0.821 -0.672 0.634  1.361
C 2.270 -0.954 0.216  -1.618
C 0.163 -1.887 1.290  -1.556
C 0.767 0.517 1.609  -1.146
H 0.219 -0.389 -0.227  -0.093
H 2.366 -1.951 -0.243  0.392
H 0.528 -1.989 2.313  0.365
H -0.919 -1.752 1.322  0.313
H 0.402 -2.815 0.753  0.376
H 1.687 1.125 1.566  0.333
H 0.029 1.233 1.241  0.191
H 0.534 0.263 2.646  0.331
H 2.925 -0.940 1.089  0.366
H 2.589 -0.202 -0.499  0.352
C -2.348 1.448 -2.555  -0.938
C -1.671 1.583 -1.150  0.654
O -2.170 0.847 -0.280  -0.709
O -0.689 2.360 -1.087  -0.722
H -3.401 1.710 -2.513  0.256
H -2.225 0.398 -2.804  0.201
H -1.878 2.067 -3.321  0.291

Calculated values
Lowest unoccupied orbital energy, eV: 3.8
Net charge: -1
HOMO level, eV: -4.0